This record from the OMol25 dataset describes C34H39BaBrN8O3S3 as an isolated structure at a distorted geometry. The level of theory is the ωB97M-V functional and the def2-TZVPD basis.

HOMO energy: -0.02 eV
E_LUMO: 3.0632 eV
Total charge: -2
Energy relative to the best compared isomer or geometry (same formula, charge and spin): 26.2 kcal per mole
Total energy: -5776.9660 Eh

```
89
Properties=species:S:1:pos:R:3:forces:R:3
Ba -0.362482 0.183095 0.527126 -0.390 2.211 -1.264
N 3.178205 1.985804 -1.456147 -0.099 -0.152 0.139
C 2.823937 2.649672 -2.687312 -0.007 0.116 -0.189
C 1.650790 2.100139 -3.510573 0.081 -0.018 -0.062
N 0.331637 2.078589 -2.889785 -0.048 0.025 0.110
C -0.549694 1.337009 -3.777441 0.011 -0.015 -0.180
C -2.013834 1.204618 -3.385312 -0.109 0.268 -0.062
N -2.193161 0.604268 -2.072454 0.205 -0.393 0.074
C -0.160128 3.420376 -2.583245 -0.027 0.101 -0.092
C -0.937976 3.541099 -1.275326 -0.002 -0.014 -0.049
N -0.173636 2.999959 -0.163573 -0.036 0.038 -0.136
H 2.533035 2.219729 -0.708034 0.060 -0.007 0.029
H 3.158308 0.975993 -1.556572 -0.024 -0.065 0.038
H 3.687504 2.613058 -3.365643 -0.033 -0.015 -0.008
H 2.689478 3.711800 -2.466660 -0.072 -0.019 -0.012
H 1.886975 1.068134 -3.792839 0.043 0.013 0.051
H 1.615095 2.674564 -4.464285 0.011 -0.013 0.060
H -0.130778 0.333103 -3.891139 -0.005 -0.010 0.021
H -0.537849 1.798333 -4.791085 -0.042 -0.039 0.071
H -2.490838 0.625253 -4.194220 0.066 0.053 0.062
H -2.493194 2.189223 -3.387127 0.018 0.003 -0.004
H -1.570049 -0.198877 -2.005429 -0.020 -0.144 -0.082
H -3.141651 0.272702 -1.940735 -0.004 0.047 -0.037
H -0.763218 3.806331 -3.427487 0.002 0.008 0.062
H 0.697593 4.091332 -2.504593 0.017 -0.043 0.022
H -1.883458 2.997061 -1.349178 -0.007 -0.001 0.008
H -1.187435 4.604507 -1.132263 0.014 -0.020 -0.064
H -0.565831 3.354448 0.733464 -0.019 -0.101 -0.065
H 0.755789 3.415986 -0.131185 -0.010 -0.013 0.077
C -0.687956 0.591464 4.951887 0.034 0.186 0.074
O 0.360750 -0.223364 5.473855 -0.020 -0.477 -0.027
C 1.467405 -0.521793 4.731655 0.487 0.346 0.101
C 2.591946 -0.867166 5.457938 -0.247 0.068 0.059
C 3.811576 -1.156022 4.850142 0.170 -0.040 -0.161
C 3.905605 -1.097792 3.477208 -0.095 -0.035 0.169
C 2.785489 -0.775837 2.699012 0.175 -0.116 -0.302
C 2.972536 -0.913969 1.248287 -0.197 -0.077 0.160
N 2.052950 -0.857501 0.358173 0.328 -0.463 -0.391
N 2.457210 -1.205318 -0.959348 0.071 0.199 0.706
C 1.429841 -1.416644 -1.735786 -0.099 -0.220 -0.445
O 0.177680 -1.366805 -1.475150 0.069 -0.211 0.081
C 1.783103 -1.809271 -3.149484 0.062 0.068 0.104
C 3.075885 -1.672719 -3.645043 0.033 -0.008 -0.049
C 3.359787 -2.007309 -4.958643 0.093 0.023 -0.021
C 2.359811 -2.491194 -5.790803 -0.034 -0.045 -0.103
C 1.070782 -2.640091 -5.300098 -0.006 0.002 0.000
C 0.784964 -2.297986 -3.986655 0.096 0.048 0.011
C 1.535933 -0.461620 3.310250 -0.046 -0.041 -0.367
O 0.506177 -0.159374 2.589621 0.647 -0.629 1.499
H -1.349545 0.745055 5.805852 -0.007 0.083 -0.077
H -1.216352 0.090094 4.144219 -0.050 0.057 0.025
H -0.311301 1.553601 4.600843 -0.047 0.004 -0.066
H 2.496324 -0.873027 6.537351 0.007 0.002 0.024
H 4.675910 -1.400199 5.453338 0.021 -0.012 0.033
H 4.840505 -1.317902 2.974519 0.038 -0.005 0.015
H 3.981567 -1.180348 0.917072 0.016 0.023 0.047
H 3.845069 -1.297600 -2.984737 0.008 0.015 0.031
H 4.367930 -1.883816 -5.337050 -0.007 -0.008 -0.011
H 2.583345 -2.749268 -6.819041 0.009 0.000 -0.013
H 0.283598 -3.016559 -5.942180 -0.003 -0.011 -0.024
H -0.212490 -2.391250 -3.583385 -0.074 -0.007 0.028
Br 0.262784 -7.098066 3.258678 0.034 -0.103 0.050
C -0.479649 -5.454175 2.676819 0.055 0.058 -0.061
C 0.254065 -4.643915 1.824527 -0.008 -0.067 0.035
C -0.293417 -3.448516 1.399287 0.099 -0.138 -0.013
C -1.563408 -3.083566 1.821791 -0.280 0.635 -0.723
C -2.276213 -3.885184 2.697439 0.016 -0.086 0.181
C -1.733099 -5.082934 3.127175 0.000 -0.097 0.076
N -2.065023 -1.833598 1.349703 0.916 -0.541 0.781
C -3.291749 -1.614026 1.302928 -1.577 0.688 -0.297
C -3.889161 -0.237314 1.119246 0.103 -0.854 0.074
C -5.261643 -0.113028 1.082373 -0.389 -0.025 -0.065
C -5.814768 1.164420 1.036546 -0.259 -0.375 -0.007
C -4.977744 2.250093 1.049036 0.238 0.278 0.022
C -3.599907 2.033064 1.082091 -0.001 0.207 -0.046
N -3.085776 0.819064 1.099338 0.360 -0.304 0.183
H 1.244189 -4.929383 1.500261 0.017 -0.037 0.018
H 0.266579 -2.805777 0.733881 0.024 0.093 -0.050
H -3.228816 -3.561724 3.092477 -0.033 0.013 0.002
H -2.272584 -5.708621 3.823696 0.010 -0.034 0.014
H -4.027430 -2.420211 1.429692 -0.053 0.093 0.099
H -5.887426 -0.995952 1.098867 -0.045 -0.009 0.019
H -6.890709 1.289348 1.010759 0.011 0.008 0.006
H -5.354660 3.261025 1.053581 -0.032 0.076 -0.011
H -2.880308 2.846799 1.130008 -0.009 0.102 0.010
S 0.501516 5.323819 4.679777 -0.037 -0.229 -0.354
C 0.320946 4.420879 3.234613 0.142 0.087 0.118
S 1.698525 3.829105 2.362571 -0.380 0.094 0.205
S -1.314270 4.092631 2.658093 0.070 -0.052 0.104
```
Positions in Å, forces in eV/Å.

Here are the Mulliken charges for atoms 1 to 6, given in e: 2.014 -0.479 -1.114 -0.674 1.654 -0.652

This record from the OMol25 dataset describes C34H39BeN5O3P2S as an isolated structure at a distorted geometry. The level of theory is the ωB97M-V functional and the def2-TZVPD basis.

HOMO energy: -8.19 eV
E_LUMO: -0.3724 eV
Total charge: 0
Energy relative to the best compared isomer or geometry (same formula, charge and spin): 0.0 kcal per mole
Total energy: -2914.0704 Eh

```
85
Properties=species:S:1:pos:R:3:forces:R:3
Be 0.050216 0.139807 2.089642 0.950 0.405 1.550
C -1.667248 1.957837 -5.154882 -0.249 -0.186 -0.134
C -1.767073 0.665510 -4.826767 -0.380 0.724 -0.817
C -0.965489 -0.388967 -5.528003 0.280 -0.498 -0.142
C 0.540542 -0.079539 -5.799932 -0.098 -0.521 -0.116
C 1.242106 0.699287 -4.713910 0.138 0.268 -0.325
C 1.297131 2.034685 -4.737112 0.252 -0.611 -0.304
C 0.661136 2.824844 -5.852948 -0.059 0.526 -0.115
C -0.792079 2.484622 -6.265768 -0.368 0.261 -0.066
C 1.267542 1.273192 2.604753 -1.134 0.940 0.514
H -2.280183 2.731188 -4.682396 0.115 -0.466 -0.091
H -2.576547 0.311678 -4.184839 0.394 0.273 0.014
H -1.444380 -0.612850 -6.499827 0.140 -0.052 0.319
H -1.003719 -1.319169 -4.946994 -0.123 0.109 -0.063
H 1.048461 -1.056189 -5.888731 -0.185 0.339 -0.094
H 0.636045 0.401725 -6.788822 0.127 -0.078 0.551
H 1.778888 0.093344 -3.978122 -0.131 0.428 -0.065
H 1.912940 2.598533 -4.034896 -0.261 -0.245 0.072
H 1.274957 2.743264 -6.762460 0.052 0.083 0.225
H 0.658627 3.883752 -5.579108 0.204 -0.095 0.029
H -1.263852 3.429250 -6.597314 0.277 -0.429 -0.033
H -0.813459 1.814198 -7.142366 -0.009 0.167 0.450
H 0.829059 1.736960 3.502522 0.602 -0.025 -0.264
H 1.605824 2.094049 1.971424 0.034 -0.345 0.134
H 2.138853 0.681736 2.937181 -0.214 0.211 0.025
P 1.880745 -0.148405 0.338092 2.228 0.098 -0.860
P -0.979383 -0.666310 0.389061 -2.614 0.374 -0.780
N 3.012216 1.032969 -0.278488 -0.201 0.436 -0.240
N 3.092115 -1.308896 0.911010 0.095 -0.478 0.073
N -1.593716 0.745183 -0.380872 0.207 0.044 -0.174
N -2.481905 -1.544453 0.657912 0.105 -0.426 -0.042
C 1.268601 -0.889924 -1.219475 0.448 -0.428 -0.401
C -0.108951 -1.547560 -0.958346 0.303 -0.371 -0.250
C 2.890516 2.416828 -0.090210 0.957 -0.249 -0.542
C 3.936988 3.045231 -0.732776 -0.437 -0.988 0.031
C 4.720581 2.025408 -1.382223 -1.178 -0.787 0.657
C 4.119872 0.800249 -1.108645 -0.042 1.347 0.322
C 4.071088 -1.072097 1.893912 -0.060 -1.005 -0.528
C 4.833935 -2.223946 2.041646 -0.860 0.496 -0.552
C 4.300647 -3.208047 1.140980 -0.299 0.364 -0.007
C 3.235111 -2.633535 0.482184 0.311 0.325 0.176
C -1.552987 2.047025 0.145643 -0.310 0.124 -0.825
C -2.037604 2.915094 -0.816274 0.192 -0.732 0.518
C -2.397080 2.132837 -1.959638 0.129 -0.693 0.407
C -2.123414 0.812642 -1.667839 0.036 0.736 -0.055
C -3.735612 -1.427482 0.030811 -0.060 -0.899 0.399
C -4.556623 -2.459481 0.473287 1.238 0.864 -0.091
C -3.786615 -3.230225 1.403667 0.174 0.011 -0.128
C -2.537972 -2.669445 1.492312 -0.171 0.275 -0.324
H 2.025252 -1.615138 -1.562454 -0.500 0.188 -0.297
H 1.197098 -0.089582 -1.983674 -0.025 -0.281 0.606
H -0.710633 -1.571295 -1.877402 0.047 -0.010 0.332
H 0.026853 -2.595560 -0.636412 -0.164 0.354 0.043
H 2.095539 2.819741 0.507161 0.047 0.078 -0.169
H 4.117428 4.106983 -0.741386 0.008 -0.005 -0.003
H 5.611739 2.177480 -1.958297 0.144 -0.037 -0.146
H 4.371868 -0.201777 -1.406871 0.126 -0.062 0.056
H 4.141196 -0.115727 2.384516 0.017 0.007 -0.069
H 5.682327 -2.362285 2.701074 -0.222 0.151 -0.089
H 4.668247 -4.222084 0.993619 -0.181 0.359 0.070
H 2.566555 -3.026730 -0.277657 0.298 -0.061 0.285
H -1.201193 2.217056 1.153304 0.053 0.034 -0.097
H -2.145309 3.990436 -0.722710 0.082 -0.291 0.081
H -2.800980 2.503236 -2.893556 0.030 -0.150 0.418
H -2.269021 -0.087174 -2.256906 0.139 0.346 0.265
H -3.923384 -0.641534 -0.679849 -0.038 0.034 0.107
H -5.576094 -2.641187 0.163105 0.135 0.114 0.064
H -4.122603 -4.117647 1.933579 0.141 0.280 -0.110
H -1.669469 -2.952152 2.072162 -0.158 0.048 0.010
O -0.678598 1.880014 7.168717 0.343 -0.195 -0.397
S -0.131406 0.631110 6.715767 -0.431 -1.655 -0.556
O 1.031878 0.079484 7.380643 -0.487 0.744 -0.736
N -0.015237 0.545419 5.059007 0.123 -0.010 -0.278
C -0.790538 -0.346186 4.478216 1.790 1.416 0.569
O -0.746057 -0.576971 3.191665 -0.822 -0.575 0.910
C -1.651810 -1.072452 5.425212 -1.100 -0.604 0.691
C -2.687301 -2.001807 5.248783 0.222 0.250 0.202
C -3.369208 -2.483514 6.380554 0.204 0.215 0.112
C -3.036306 -2.032794 7.673106 0.281 0.181 -0.352
C -2.024588 -1.074221 7.847940 -0.207 -0.323 -0.446
C -1.372728 -0.629590 6.709490 -0.617 -0.151 1.156
H -2.972000 -2.297113 4.242242 0.027 -0.096 0.180
H -4.183114 -3.208955 6.259374 0.396 0.344 0.021
H -3.565176 -2.411208 8.544489 0.018 0.014 -0.220
H -1.732088 -0.662666 8.817392 -0.266 -0.273 -0.253
```
Positions in Å, forces in eV/Å.

Here are the Mulliken charges for atoms 1 to 6, given in e: -0.533 -0.328 -0.318 -1.193 -0.924 -0.208